1.
Formula: C22H32BBr2F9N2O2S
Source: the Open Molecules 2025 dataset
Level of theory: wB97M-V/def2-TZVPD

Results
- Charge: +1
- LUMO (alpha / beta): -3.86 / -3.86 eV
- Spin multiplicity: 2
- <S²>: 0.754
- E: -206455.80358 eV
- Frontier orbital gap (alpha / beta): 6.80 / 7.92 eV

XYZ file:
```
71
Properties=species:S:1:pos:R:3:forces:R:3:lowdin_charge:R:1
C -3.27728 1.12315 -3.13972 -0.3 0.1 0.2 0.03
B -3.61665 -0.10191 -2.24715 -0.2 0.1 -0.2 -0.55
O -4.67369 -0.91724 -2.39561 0.0 0.3 0.6 0.21
N -2.67392 -0.51751 -1.10428 0.0 -0.1 0.0 0.14
C -1.46146 -1.00013 -1.42317 0.0 0.1 -0.2 0.02
C -0.58001 -1.39105 -0.45413 0.3 -0.2 0.1 0.01
C -0.96161 -1.27052 0.87010 0.0 0.0 0.0 0.06
C -2.21930 -0.77998 1.21640 0.2 0.2 0.1 -0.12
C -2.66357 -0.66141 2.64683 0.2 -0.4 0.3 -0.11
C -1.51179 -0.34042 3.61330 -0.2 -0.2 -0.3 -0.06
C -1.97737 0.10841 4.99824 0.2 -0.2 0.2 -0.44
F -3.31603 -0.02090 5.17392 0.2 0.2 -0.1 0.12
F -1.39245 -0.71022 5.92402 -0.1 0.1 -0.1 0.12
C -1.53384 1.52877 5.47603 0.0 0.0 0.4 -0.43
F -0.19258 1.54652 5.52161 -0.3 0.0 -0.2 0.13
F -2.00102 1.71089 6.71491 0.1 0.0 -0.3 0.15
S -2.07778 3.03247 4.44093 0.1 0.1 0.2 0.78
F -0.92285 2.70102 3.38524 -0.1 0.0 0.0 -0.14
F -3.09344 2.13923 3.58848 0.0 -0.1 -0.1 -0.16
F -3.24558 3.38470 5.43510 -0.1 -0.1 0.0 -0.11
F -1.08449 3.94122 5.26065 0.0 0.0 0.0 -0.11
F -2.47502 4.26581 3.55485 0.0 0.0 0.0 -0.10
C -3.06626 -0.40331 0.18810 -0.2 -0.1 -0.2 -0.23
C -4.40471 0.16670 0.45296 -0.1 -0.2 -0.1 -0.71
Br -4.44863 2.05107 0.33201 -0.1 0.1 0.0 0.92
C -5.49390 -0.52910 0.77113 0.1 0.4 0.0 -0.74
C -6.83080 0.07059 1.07982 0.2 -0.1 0.1 -0.12
Br -5.35334 -2.39884 0.85405 0.0 -0.2 0.0 0.90
H -4.18570 1.47923 -3.62913 0.0 0.0 -0.1 0.08
H -2.58557 0.83390 -3.93560 0.1 0.0 0.0 0.09
H -2.85496 1.96014 -2.58581 0.2 -0.1 0.0 0.07
H -5.41283 -0.49677 -2.85088 0.1 -0.3 -0.4 0.14
H -1.20970 -1.05547 -2.47325 -0.1 0.0 0.0 0.15
H 0.39090 -1.77567 -0.74261 0.0 0.1 0.0 0.10
H -0.26218 -1.56343 1.64136 0.0 0.0 0.0 0.13
H -3.48524 0.03683 2.74811 0.0 0.1 -0.1 0.10
H -3.06784 -1.63780 2.93297 -0.1 0.1 0.0 0.13
H -0.82517 0.37990 3.17700 0.0 0.2 0.1 0.12
H -0.94257 -1.25514 3.77443 0.1 0.1 0.1 0.13
H -7.19826 0.61906 0.21296 -0.1 0.0 0.0 0.09
H -6.72060 0.77095 1.90916 -0.1 0.1 0.0 0.09
H -7.53571 -0.70006 1.37210 -0.1 0.0 -0.1 0.07
C 3.79855 1.56572 -2.55942 0.0 -0.1 -0.1 -0.02
C 3.46961 0.42326 -1.57057 -0.1 0.9 -0.4 -0.48
C 4.59228 0.25508 -0.54288 0.2 -0.2 0.1 -0.13
C 5.85418 -0.38141 -1.11902 -0.1 -0.1 0.0 -0.17
C 5.52152 -1.70216 -1.81345 0.0 0.1 0.3 -0.13
C 4.43137 -1.56398 -2.87893 0.3 0.0 -0.9 -0.49
N 3.23774 -0.87138 -2.29211 0.5 -0.6 1.2 -0.08
O 2.50075 -1.67856 -1.60981 -0.3 0.1 -0.4 -0.06
C 4.98161 -0.80163 -4.09364 -0.1 0.2 0.0 -0.03
C 4.00577 -2.93713 -3.38218 -0.1 -0.2 0.2 -0.04
C 2.18073 0.78956 -0.85584 -0.3 -0.2 0.2 -0.05
H 3.25202 2.46856 -2.28932 0.0 0.0 0.1 0.08
H 4.85628 1.82373 -2.56775 0.0 -0.1 0.0 0.08
H 3.50318 1.31450 -3.57606 0.0 0.0 0.0 0.08
H 4.23087 -0.37108 0.27943 -0.1 0.0 -0.1 0.12
H 4.81696 1.23545 -0.11722 0.0 0.0 0.0 0.13
H 6.35652 0.30255 -1.80726 0.0 0.0 0.0 0.10
H 6.56079 -0.56865 -0.30956 0.0 0.0 0.0 0.12
H 6.41399 -2.11440 -2.28758 0.0 0.0 0.0 0.13
H 5.19987 -2.43052 -1.06279 -0.1 0.0 0.0 0.13
H 4.18863 -0.59168 -4.81252 0.0 0.0 0.0 0.09
H 5.72666 -1.42149 -4.59065 0.0 -0.1 0.0 0.09
H 5.46967 0.13517 -3.83953 0.0 0.0 0.0 0.06
H 3.69064 -3.59071 -2.57235 0.0 0.0 0.0 0.08
H 4.85206 -3.40488 -3.88390 0.0 0.0 0.0 0.09
H 3.18613 -2.85541 -4.09724 0.0 0.0 0.0 0.09
H 1.35497 0.83793 -1.57047 0.0 0.0 0.0 0.09
H 2.27201 1.75960 -0.36817 0.1 0.0 -0.1 0.09
H 1.93945 0.05027 -0.09467 0.0 0.0 0.0 0.06
```
Positions in Å, forces in eV/Å.

2.
Formula: C22H32BMnN3O2
Source: the Open Molecules 2025 dataset
Level of theory: wB97M-V/def2-TZVPD

Results
- LUMO (alpha / beta): 0.38 / -0.02 eV
- Spin multiplicity: 6
- <S²>: 8.762
- E: -63897.26276 eV
- Frontier orbital gap (alpha / beta): 7.15 / 6.80 eV

XYZ file:
```
61
Properties=species:S:1:pos:R:3:forces:R:3:nbo_charge:R:1
Mn -0.02943 -0.18848 0.49075 0.0 -0.1 -1.3 1.35
C 1.97067 -0.35429 -1.92576 -0.1 0.0 0.1 -0.43
N 2.19129 0.01534 -0.51878 0.1 0.1 0.1 -0.52
C 3.20449 -0.85092 0.07468 0.0 0.0 0.0 -0.42
C 2.43299 1.43050 -0.35712 0.1 -0.1 0.0 0.16
C 3.69770 1.95752 -0.15692 0.0 0.0 0.0 -0.25
C 3.87233 3.32015 0.06131 0.0 0.0 0.0 -0.25
C 2.75922 4.14347 0.09914 -0.1 0.0 0.0 -0.20
C 1.48700 3.62076 -0.10194 0.0 0.1 0.0 -0.26
C 1.29386 2.26222 -0.36460 -0.2 0.0 -0.1 0.12
N 0.06570 1.61778 -0.52378 0.1 0.1 0.5 -0.82
C -1.02616 2.18619 -1.14021 0.2 0.0 0.0 0.14
C -1.03672 3.39122 -1.86453 0.0 0.1 -0.1 -0.28
C -2.19696 3.86439 -2.45955 0.1 0.0 0.0 -0.19
C -3.39085 3.16444 -2.36517 0.0 0.0 0.0 -0.27
C -3.38681 1.94760 -1.69823 0.0 0.0 0.0 -0.23
C -2.23161 1.45639 -1.11812 -0.1 -0.1 0.0 0.14
N -2.20936 0.14994 -0.48638 -0.1 0.0 0.3 -0.53
C -2.64222 -0.91724 -1.39558 0.1 0.0 0.0 -0.41
C -3.01832 0.12776 0.73997 0.0 0.0 0.0 -0.43
H 2.90336 -0.26798 -2.49420 0.0 0.0 0.0 0.18
H 1.22308 0.30599 -2.35858 0.0 0.0 0.0 0.22
H 1.60445 -1.38157 -1.97867 0.0 0.0 0.0 0.22
H 4.13689 -0.86158 -0.50200 0.0 0.0 0.0 0.18
H 2.81361 -1.86883 0.11061 0.0 0.0 0.0 0.21
H 3.42326 -0.52664 1.09093 0.0 0.0 0.0 0.21
H 4.56175 1.30494 -0.16043 0.0 0.0 0.0 0.21
H 4.86531 3.72443 0.20771 0.0 0.0 0.0 0.21
H 2.87373 5.20139 0.30367 0.0 0.0 0.0 0.21
H 0.62314 4.26578 -0.01730 0.0 0.0 0.0 0.22
H -0.11888 3.94932 -1.98059 0.0 0.0 0.0 0.22
H -2.16341 4.79948 -3.00729 0.0 0.0 0.0 0.21
H -4.29862 3.54416 -2.81588 0.0 0.0 0.0 0.21
H -4.30170 1.36708 -1.64442 0.0 0.0 0.0 0.20
H -3.70404 -0.82809 -1.64634 0.0 0.0 0.0 0.18
H -2.46604 -1.88689 -0.92839 0.0 0.1 0.0 0.21
H -2.05532 -0.87061 -2.31125 0.0 0.0 0.0 0.22
H -4.08858 0.24974 0.53430 0.0 0.0 0.0 0.19
H -2.70890 0.94330 1.39571 0.0 0.0 0.0 0.21
H -2.87455 -0.82488 1.25447 0.0 0.0 0.0 0.21
C 1.87304 -4.90411 0.90984 0.0 0.0 0.0 -0.63
C 0.37248 -4.64265 0.91733 0.0 0.0 -0.1 0.22
C -0.31403 -5.62142 1.84845 0.0 -0.1 0.1 -0.62
O 0.17535 -3.30025 1.41579 0.0 -0.1 -0.1 -0.76
B -0.01300 -2.43663 0.34156 0.0 0.1 0.7 0.42
O -0.12878 -3.16277 -0.83502 0.1 0.0 0.0 -0.77
C -0.24123 -4.57246 -0.51082 0.0 0.1 0.0 0.24
C -1.72496 -4.91191 -0.54286 -0.1 0.0 0.0 -0.63
C 0.49630 -5.37532 -1.56482 0.0 0.0 -0.1 -0.63
H 2.25914 -4.73360 1.91538 0.0 0.0 0.0 0.22
H 2.38643 -4.22346 0.22853 0.0 0.0 0.0 0.21
H 2.10144 -5.93088 0.61692 0.0 0.0 0.0 0.21
H 0.19831 -5.62682 2.81179 0.0 0.0 0.0 0.22
H -0.27676 -6.63389 1.43610 0.0 0.0 0.0 0.21
H -1.35443 -5.34952 2.01823 0.0 0.0 0.0 0.22
H -2.26789 -4.36776 0.23292 0.0 0.0 0.0 0.21
H -1.89686 -5.98152 -0.40837 0.0 0.0 0.0 0.21
H -2.12621 -4.61385 -1.51298 0.0 0.0 0.0 0.22
H 1.52790 -5.04414 -1.67107 0.0 0.0 0.0 0.22
H -0.00176 -5.24881 -2.52793 0.0 0.0 0.0 0.22
H 0.49066 -6.43940 -1.31309 0.0 0.0 0.0 0.21
```
Positions in Å, forces in eV/Å.